{"formula": "C24H24F8O24", "method": "wB97M-V/def2-TZVPD", "multiplicity": 1, "de_lowest_ev": 5.573, "total_energy_ha": -3533.576869, "smiles": "O=C1OC[C@@H](F)O1.O=C1OC[C@@H](F)O1.O=C1OC[C@@H](F)O1.O=C1OC[C@@H](F)O1.O=C1OC[C@@H](F)O1.O=C1OC[C@@H](F)O1.O=C1OC[C@@H](F)O1.O=C1OC[C@@H](F)O1", "charge": 0, "e_homo_ev": -10.6, "homo_lumo_gap_ev": 10.66, "species": ["O", "C", "O", "C", "C", "F", "O", "H", "H", "H", "O", "C", "O", "C", "C", "F", "O", "H", "H", "H", "O", "C", "O", "C", "C", "F", "O", "H", "H", "H", "O", "C", "O", "C", "C", "F", "O", "H", "H", "H", "O", "C", "O", "C", "C", "F", "O", "H", "H", "H", "O", "C", "O", "C", "C", "F", "O", "H", "H", "H", "O", "C", "O", "C", "C", "F", "O", "H", "H", "H", "O", "C", "O", "C", "C", "F", "O", "H", "H", "H"], "coordinates": [[-31.121, 7.033, -5.762], [-31.806, 6.129, -5.357], [-32.891, 5.723, -6.037], [-33.323, 4.526, -5.538], [-32.844, 4.559, -4.073], [-32.303, 3.426, -3.701], [-31.747, 5.467, -4.208], [-34.380, 4.336, -5.724], [-32.818, 3.757, -6.124], [-33.543, 5.030, -3.382], [-27.086, 4.823, -7.618], [-26.182, 5.337, -8.315], [-25.505, 6.472, -8.009], [-24.451, 6.709, -8.883], [-24.796, 5.744, -10.089], [-23.777, 4.982, -10.525], [-25.660, 4.823, -9.478], [-24.370, 7.727, -9.265], [-23.489, 6.428, -8.454], [-25.201, 6.265, -10.956], [-28.623, -1.547, -3.025], [-27.527, -1.079, -3.448], [-27.079, 0.197, -3.352], [-25.869, 0.341, -4.041], [-25.484, -1.067, -4.419], [-24.577, -1.423, -3.542], [-26.640, -1.777, -4.132], [-25.995, 0.853, -4.995], [-25.125, 0.858, -3.435], [-25.095, -1.281, -5.414], [-22.195, 5.824, 2.270], [-21.492, 6.782, 2.639], [-20.242, 6.686, 3.090], [-19.791, 7.994, 3.342], [-20.768, 8.843, 2.465], [-20.373, 8.948, 1.182], [-21.901, 8.072, 2.559], [-19.851, 8.256, 4.399], [-18.738, 8.012, 3.061], [-20.894, 9.850, 2.864], [-24.745, 8.781, -0.775], [-24.981, 7.708, -1.406], [-24.163, 6.958, -2.183], [-24.658, 5.649, -2.480], [-26.165, 5.944, -2.157], [-26.555, 4.878, -1.550], [-26.207, 7.073, -1.314], [-24.432, 5.359, -3.506], [-24.129, 5.025, -1.760], [-26.831, 6.060, -3.012], [-21.218, 2.791, -6.298], [-20.803, 2.713, -7.446], [-19.769, 3.423, -7.958], [-19.494, 3.110, -9.371], [-20.451, 2.020, -9.524], [-19.723, 0.881, -9.424], [-21.337, 2.034, -8.440], [-19.746, 3.928, -10.046], [-18.510, 2.755, -9.677], [-20.818, 2.121, -10.545], [-26.192, 14.627, 4.219], [-25.382, 14.639, 3.307], [-24.160, 14.109, 3.309], [-23.459, 14.536, 2.163], [-24.524, 15.092, 1.260], [-25.006, 14.173, 0.462], [-25.548, 15.318, 2.209], [-22.729, 15.288, 2.462], [-22.906, 13.753, 1.643], [-24.151, 15.939, 0.685], [-28.523, 15.343, -3.367], [-28.747, 14.133, -3.439], [-30.005, 13.733, -3.489], [-30.032, 12.333, -3.560], [-28.575, 12.001, -3.322], [-28.130, 11.080, -4.110], [-27.974, 13.188, -3.653], [-30.715, 11.927, -2.813], [-30.228, 11.887, -4.535], [-28.175, 11.899, -2.313]]}

{"formula": "C24H24F8O24", "method": "wB97M-V/def2-TZVPD", "multiplicity": 1, "de_lowest_ev": 1.558, "total_energy_ha": -3533.724430, "smiles": "O=C1OC[C@@H](F)O1.O=C1OC[C@@H](F)O1.O=C1OC[C@@H](F)O1.O=C1OC[C@@H](F)O1.O=C1OC[C@@H](F)O1.O=C1OC[C@@H](F)O1.O=C1OC[C@@H](F)O1.O=C1OC[C@@H](F)O1", "charge": 0, "e_homo_ev": -11.2, "homo_lumo_gap_ev": 10.84, "species": ["O", "C", "O", "C", "C", "F", "O", "H", "H", "H", "O", "C", "O", "C", "C", "F", "O", "H", "H", "H", "O", "C", "O", "C", "C", "F", "O", "H", "H", "H", "O", "C", "O", "C", "C", "F", "O", "H", "H", "H", "O", "C", "O", "C", "C", "F", "O", "H", "H", "H", "O", "C", "O", "C", "C", "F", "O", "H", "H", "H", "O", "C", "O", "C", "C", "F", "O", "H", "H", "H", "O", "C", "O", "C", "C", "F", "O", "H", "H", "H"], "coordinates": [[1.443, 1.624, -0.659], [0.416, 1.178, -0.381], [-0.107, 1.080, 0.839], [-1.197, 0.114, 0.761], [-1.679, 0.385, -0.654], [-2.473, 1.500, -0.690], [-0.467, 0.694, -1.306], [-0.730, -0.858, 0.938], [-1.888, 0.238, 1.578], [-2.126, -0.486, -1.129], [0.032, -2.718, 0.243], [-0.855, -3.439, 0.105], [-0.823, -4.726, 0.498], [-2.000, -5.375, 0.020], [-2.950, -4.209, -0.168], [-3.737, -4.013, 0.996], [-2.099, -3.114, -0.350], [-1.749, -5.818, -0.950], [-2.463, -6.126, 0.653], [-3.681, -4.339, -0.955], [5.454, 2.716, 2.001], [4.750, 1.764, 2.066], [4.023, 1.305, 1.043], [3.846, -0.085, 1.195], [3.869, -0.219, 2.762], [4.655, -1.321, 3.055], [4.549, 0.995, 3.165], [2.819, -0.281, 0.888], [4.566, -0.714, 0.687], [2.974, -0.262, 3.377], [6.374, 2.784, -5.354], [6.007, 2.493, -4.295], [4.896, 3.002, -3.720], [4.719, 2.418, -2.435], [5.953, 1.546, -2.229], [5.560, 0.224, -1.971], [6.599, 1.590, -3.476], [4.631, 3.132, -1.621], [3.791, 1.844, -2.390], [6.609, 1.825, -1.404], [1.261, -4.696, 4.163], [0.498, -3.826, 4.329], [0.209, -3.237, 5.514], [-0.886, -2.350, 5.337], [-1.307, -2.538, 3.859], [-1.247, -1.333, 3.199], [-0.329, -3.365, 3.339], [-1.669, -2.690, 6.014], [-0.671, -1.304, 5.538], [-2.302, -2.963, 3.758], [1.629, 7.759, -0.301], [2.395, 6.894, -0.157], [2.048, 5.602, -0.005], [3.266, 4.796, 0.048], [4.392, 5.800, -0.186], [4.805, 5.680, -1.512], [3.749, 7.044, -0.052], [3.130, 4.280, 1.003], [3.057, 3.998, -0.662], [5.210, 5.649, 0.511], [-4.632, -3.908, -3.959], [-4.557, -2.742, -4.140], [-3.351, -2.090, -4.146], [-3.611, -0.678, -4.260], [-5.040, -0.638, -4.734], [-5.086, -0.634, -6.138], [-5.568, -1.856, -4.274], [-3.504, -0.274, -3.243], [-2.922, -0.051, -4.823], [-5.591, 0.224, -4.361], [-5.607, -0.330, -1.620], [-5.497, -0.431, -0.475], [-4.680, -1.307, 0.165], [-4.824, -1.042, 1.556], [-5.117, 0.450, 1.547], [-3.970, 1.178, 1.468], [-5.886, 0.540, 0.379], [-5.647, -1.544, 2.071], [-3.928, -1.214, 2.150], [-5.734, 0.801, 2.369]]}